{"formula": "C12H10N5O7P2PdSe", "method": "ωB97M-V/def2-TZVPD", "max_force_ev_per_a": 2.12, "orbital_gap_ha": [0.1955, 0.2242], "mol_weight_g_mol": 583.57, "e_tot_ha": -4475.671536, "charge": 1, "elements": ["Pd", "Se", "P", "P", "O", "O", "O", "O", "O", "O", "O", "N", "N", "N", "N", "N", "C", "C", "C", "C", "C", "C", "C", "C", "C", "C", "C", "C", "H", "H", "H", "H", "H", "H", "H", "H", "H", "H"], "coordinates": [[-0.688, 0.474, 0.202], [1.592, 0.562, -1.055], [0.287, -2.013, 1.816], [-0.521, -2.015, -0.938], [-0.640, -2.304, 3.056], [0.912, -1.516, -1.145], [-1.573, -0.964, -1.175], [-0.650, -2.494, 0.582], [1.606, -2.648, 1.828], [-0.706, -3.312, -1.789], [0.288, -0.453, 1.701], [-0.843, 2.074, 1.361], [3.576, -1.130, 0.191], [3.166, 0.687, 1.320], [-1.106, 1.184, 5.771], [2.585, 2.836, 3.670], [4.109, -0.008, 2.048], [5.884, -1.870, 2.974], [5.646, -0.677, 3.691], [1.481, 2.523, 3.754], [2.845, -0.016, 0.226], [5.250, -2.144, 1.787], [3.617, -2.173, -0.830], [-0.424, 2.069, 2.464], [4.762, 0.277, 3.249], [4.354, -1.176, 1.333], [0.126, 2.081, 3.699], [-0.556, 1.588, 4.845], [4.579, 1.192, 3.793], [2.748, 1.558, 1.607], [-1.593, -3.445, -2.147], [3.118, -1.829, -1.727], [3.107, -3.052, -0.441], [5.424, -3.062, 1.245], [-0.538, -3.190, 3.426], [6.586, -2.588, 3.376], [6.178, -0.513, 4.618], [4.661, -2.387, -1.042]]}

{"formula": "C16H25BCaIN3O4S2", "method": "ωB97M-V/def2-TZVPD", "max_force_ev_per_a": 7.00, "orbital_gap_ha": 0.2342, "mol_weight_g_mol": 565.32, "e_tot_ha": -2885.312769, "charge": 2, "elements": ["I", "Ca", "S", "S", "O", "O", "O", "O", "N", "N", "N", "C", "C", "C", "C", "C", "C", "C", "C", "C", "C", "C", "C", "C", "C", "C", "C", "B", "H", "H", "H", "H", "H", "H", "H", "H", "H", "H", "H", "H", "H", "H", "H", "H", "H", "H", "H", "H", "H", "H", "H", "H", "H"], "coordinates": [[0.661, 4.159, -2.664], [-1.795, 0.614, 4.036], [4.521, -2.276, -0.320], [-0.917, 2.156, 1.612], [1.477, -0.423, -4.270], [-0.833, 1.976, 3.142], [-2.338, 1.869, 1.070], [1.269, -0.194, 2.927], [2.916, 1.746, -4.007], [3.547, -1.749, 1.070], [3.836, -1.387, -1.667], [-2.270, -1.856, 3.288], [1.335, 0.061, 1.502], [0.953, -3.602, 1.661], [-1.137, -3.074, 0.136], [2.730, -0.593, -0.967], [-0.883, -1.638, 2.366], [1.749, 0.488, -1.760], [0.550, 1.369, -1.003], [-0.594, -3.109, 1.718], [0.213, -1.052, 3.395], [0.388, 1.145, 0.649], [-2.676, 2.531, -3.460], [-0.441, 2.420, -1.846], [-0.427, 3.976, 1.292], [2.494, -0.751, 0.643], [-1.344, 1.627, -3.010], [2.087, 0.623, -3.398], [-0.460, -2.270, -0.420], [-2.853, 3.460, -2.770], [1.636, -3.296, 2.556], [-3.119, -2.320, 2.589], [0.936, -4.796, 1.659], [-2.626, -0.823, 3.713], [-1.240, -3.934, 2.250], [-2.489, 2.907, -4.577], [-1.302, 4.606, 0.834], [-1.242, -0.939, 1.499], [-0.053, 4.461, 2.315], [-2.045, -2.663, 4.128], [-2.284, -2.858, 0.051], [-0.387, -0.449, 4.235], [-1.735, 0.617, -2.546], [-0.737, 1.464, -4.012], [-3.575, 1.782, -3.522], [0.530, 3.998, 0.582], [0.713, -1.954, 3.997], [3.528, 1.272, -4.715], [2.202, -1.093, -4.508], [2.215, 2.298, -4.585], [-1.271, 2.908, -1.139], [1.407, -3.316, 0.594], [-0.821, -4.119, -0.346]]}

{"formula": "C9H14", "method": "ωB97M-V/def2-TZVPD", "max_force_ev_per_a": 1.18, "orbital_gap_ha": 0.3698, "smiles": "Cc1ccccc1.CC", "mol_weight_g_mol": 122.21, "relative_energy_kcal_mol": 6.72, "e_tot_ha": -351.319487, "elements": ["C", "C", "C", "C", "C", "C", "C", "C", "C", "H", "H", "H", "H", "H", "H", "H", "H", "H", "H", "H", "H", "H", "H"], "coordinates": [[-2.419, 0.684, 1.202], [-2.543, 0.310, -0.138], [3.192, -0.805, -1.978], [-1.144, 0.870, 1.722], [-0.156, 0.354, -0.418], [-0.030, 0.755, 0.906], [-1.429, 0.179, -0.949], [-3.672, 1.007, 1.979], [3.764, -1.646, -0.826], [3.975, -0.210, -2.435], [4.772, -1.988, -1.068], [2.359, -0.212, -1.623], [0.698, 0.256, -1.071], [0.977, 0.957, 1.263], [2.786, -1.464, -2.749], [-3.893, 2.069, 1.838], [3.174, -2.526, -0.579], [-1.582, -0.024, -2.002], [3.775, -1.011, 0.064], [-3.518, 0.121, -0.569], [-3.555, 0.847, 3.052], [-1.024, 1.055, 2.783], [-4.505, 0.420, 1.593]]}

{"formula": "C5H13N2O", "method": "ωB97M-V/def2-TZVPD", "max_force_ev_per_a": 1.90, "orbital_gap_ha": 0.3887, "smiles": "CCNC(=O)C[NH2+]C", "mol_weight_g_mol": 117.17, "relative_energy_kcal_mol": 22.94, "e_tot_ha": -382.825091, "charge": 1, "elements": ["O", "N", "N", "C", "C", "C", "C", "C", "H", "H", "H", "H", "H", "H", "H", "H", "H", "H", "H", "H", "H"], "coordinates": [[0.821, 0.636, -1.967], [-1.163, 0.737, -0.845], [2.259, -0.298, -0.096], [3.163, -0.577, 1.050], [-2.041, 0.017, 0.111], [0.144, 0.484, -0.963], [0.917, 0.206, 0.348], [-3.490, 0.089, -0.358], [2.040, -1.207, -0.488], [4.104, -1.001, 0.705], [-4.174, 0.142, 0.486], [3.437, 0.349, 1.557], [2.687, -1.217, 1.787], [2.597, 0.340, -0.815], [-1.740, -1.023, 0.059], [0.464, -0.571, 0.949], [-3.745, -0.783, -0.950], [-1.632, 1.168, -1.627], [-3.711, 0.982, -0.944], [-1.923, 0.366, 1.135], [0.987, 1.159, 0.868]]}

{"formula": "C6H11N", "method": "ωB97M-V/def2-TZVPD", "max_force_ev_per_a": 6.60, "orbital_gap_ha": 0.2094, "mol_weight_g_mol": 97.16, "relative_energy_kcal_mol": 197.47, "e_tot_ha": -289.656992, "elements": ["N", "C", "C", "C", "C", "C", "C", "H", "H", "H", "H", "H", "H", "H", "H", "H", "H", "H"], "coordinates": [[-1.585, -2.018, 0.206], [0.919, 1.055, 0.517], [0.834, -0.247, -0.224], [-0.506, -0.179, -1.081], [-1.635, -0.588, -0.178], [0.607, -0.280, 1.227], [1.694, 2.117, 0.138], [-0.890, -2.437, -0.386], [2.606, 1.888, -0.393], [1.729, -0.782, -0.531], [-0.466, 0.777, -1.670], [-1.088, -2.082, 1.113], [1.285, -0.568, 2.019], [-0.498, 1.751, 0.479], [-0.328, -0.920, -1.855], [-1.763, -0.064, 0.828], [-2.585, -0.572, -0.716], [1.671, 3.149, 0.505]]}